No. 1
# C72H201N15O27

21 unconnected molecules or ions with the total composition C72H201N15O27 (ωB97M-V with the def2-TZVPD basis set, OMol25).

For the frontier orbital gap, the calculation gives 9.1912 eV. As for the LUMO energy: 0.33 eV. For the HOMO energy, the calculation gives -0.3258 Eh. As for the max |F|: 3.38 eV Å⁻¹. The value obtained for the energy is -5716.18744 Ha.

Each line ends with the Mulliken charge.
Element x y z (Å)
C 3.946 -30.755 10.351  -1.601
C 4.956 -29.561 10.454  2.201
C 6.383 -30.094 10.555  0.285
O 7.245 -29.020 10.359  0.618
C 8.629 -29.087 10.775  -0.115
N 4.742 -28.649 9.372  -0.313
H 4.125 -31.284 9.375  0.481
H 2.876 -30.427 10.269  0.281
H 4.128 -31.484 11.169  0.161
H 4.758 -28.988 11.325  -1.239
H 6.506 -30.870 9.836  0.417
H 6.591 -30.578 11.520  -0.437
H 8.678 -29.724 11.653  -0.042
H 9.016 -28.072 11.041  -0.876
H 9.257 -29.396 9.948  0.258
H 5.019 -29.100 8.487  0.378
H 5.343 -27.891 9.574  -0.535
C 7.118 -20.281 14.826  0.514
C 6.927 -19.136 15.770  0.130
C 6.668 -17.789 15.057  -0.419
O 7.763 -17.462 14.249  -0.290
C 7.765 -16.200 13.620  -0.825
N 5.720 -19.295 16.668  -0.400
H 6.530 -21.078 15.340  -0.345
H 8.166 -20.612 14.763  0.304
H 6.580 -20.167 13.881  -0.762
H 7.819 -19.136 16.451  0.212
H 6.558 -16.947 15.787  0.475
H 5.749 -18.071 14.416  0.156
H 8.757 -15.929 13.258  0.238
H 7.515 -15.374 14.297  0.381
H 7.089 -16.210 12.789  0.295
H 5.651 -18.526 17.268  0.327
H 4.850 -19.400 16.141  0.027
C 4.763 -18.026 10.596  -1.101
C 6.203 -17.974 10.282  0.160
C 6.962 -18.787 11.331  1.847
O 8.318 -18.824 10.963  -0.574
C 9.099 -19.536 11.917  -0.438
N 6.448 -18.383 8.868  -0.670
H 4.213 -17.316 9.962  0.400
H 4.477 -17.718 11.651  0.258
H 4.331 -19.038 10.371  0.091
H 6.551 -16.931 10.376  0.261
H 6.600 -19.819 11.381  -0.413
H 6.758 -18.294 12.306  -0.796
H 9.161 -19.051 12.909  0.151
H 10.085 -19.807 11.504  0.398
H 8.632 -20.498 12.058  0.039
H 5.790 -19.150 8.751  0.263
H 7.402 -18.619 8.622  0.339
C 6.992 -21.893 21.372  -0.908
C 7.584 -21.048 20.353  0.591
C 9.091 -21.152 20.120  -1.163
O 9.439 -22.524 19.936  -0.162
C 10.855 -22.727 19.825  -0.933
N 6.933 -21.237 18.986  -0.331
H 6.697 -22.829 20.916  -0.147
H 6.077 -21.407 21.788  0.358
H 7.648 -22.148 22.203  0.341
H 7.432 -20.010 20.750  0.365
H 9.608 -20.883 21.092  0.537
H 9.275 -20.484 19.293  0.229
H 11.323 -22.312 20.739  0.380
H 11.166 -22.384 18.846  0.243
H 10.985 -23.762 19.868  0.229
H 6.330 -22.020 19.036  -0.090
H 6.471 -20.389 18.718  0.151
C 6.633 -23.103 7.730  -1.221
C 5.481 -23.268 8.713  0.222
C 5.815 -23.871 10.056  0.117
O 6.196 -25.220 9.825  0.089
C 6.741 -25.777 10.970  0.424
N 4.903 -21.915 8.949  -0.705
H 7.412 -22.408 8.104  0.281
H 6.306 -22.621 6.825  0.461
H 7.059 -24.073 7.575  -0.181
H 4.739 -23.906 8.284  0.446
H 4.948 -23.874 10.706  -0.654
H 6.610 -23.270 10.488  0.358
H 6.933 -26.807 10.735  -0.928
H 6.033 -25.749 11.844  -0.091
H 7.647 -25.216 11.236  0.472
H 4.078 -22.035 9.486  0.339
H 5.442 -21.193 9.425  0.176
C 9.510 -25.373 8.273  -0.569
C 8.966 -26.138 7.066  0.328
C 9.996 -27.084 6.547  -0.770
O 11.226 -26.325 6.336  -0.336
C 12.190 -27.011 5.501  -0.745
N 7.677 -26.906 7.290  -0.686
H 10.432 -24.825 8.061  0.612
H 9.855 -26.091 9.080  -0.066
H 8.831 -24.709 8.785  0.014
H 8.737 -25.381 6.313  0.494
H 9.661 -27.605 5.680  0.587
H 10.185 -27.864 7.334  -0.011
H 12.693 -27.741 6.118  0.226
H 12.855 -26.266 5.066  0.263
H 11.765 -27.544 4.644  0.320
H 7.763 -27.556 8.045  0.092
H 6.975 -26.233 7.635  0.338
C 17.017 -27.876 10.143  -1.549
C 15.910 -28.881 10.409  0.428
C 14.896 -28.281 11.433  -0.865
O 13.920 -29.234 11.852  -0.026
C 13.269 -28.785 12.974  -0.782
N 15.397 -29.346 9.113  -0.597
H 17.740 -28.400 9.439  0.357
H 17.514 -27.568 11.063  0.408
H 16.622 -26.992 9.576  0.309
H 16.363 -29.765 10.909  0.317
H 14.381 -27.378 11.068  0.383
H 15.548 -28.045 12.334  0.380
H 13.062 -27.715 13.016  0.631
H 13.780 -29.013 13.945  0.226
H 12.308 -29.268 13.070  -0.295
H 14.847 -30.176 9.327  0.201
H 14.806 -28.661 8.662  0.261
C 3.270 -25.852 10.847  -0.057
C 1.892 -26.347 11.218  -0.694
C 1.923 -27.794 11.753  -0.711
O 2.706 -27.888 12.907  0.726
C 2.670 -29.202 13.429  -0.695
N 1.356 -25.424 12.284  -0.217
H 3.153 -24.885 10.364  0.403
H 3.803 -26.513 10.186  0.330
H 3.943 -25.655 11.734  -0.556
H 1.205 -26.260 10.372  0.629
H 2.296 -28.463 10.997  0.047
H 0.865 -28.080 11.994  0.443
H 3.223 -29.874 12.723  -0.301
H 1.663 -29.519 13.547  0.578
H 3.246 -29.090 14.329  0.146
H 1.801 -25.647 13.149  -0.285
H 0.337 -25.471 12.367  0.321
C 10.069 -33.371 17.762  -1.443
C 10.454 -31.969 18.004  0.538
C 10.681 -31.343 16.648  1.170
O 11.820 -31.801 15.965  -0.271
C 13.042 -31.398 16.637  -0.909
N 9.516 -31.237 18.882  -0.673
H 9.167 -33.433 17.120  0.096
H 10.023 -34.051 18.606  0.435
H 10.842 -33.781 17.099  0.341
H 11.462 -31.891 18.530  0.384
H 10.643 -30.235 16.688  -0.120
H 9.866 -31.586 15.998  -0.793
H 13.188 -32.093 17.470  0.315
H 13.006 -30.329 16.899  0.317
H 13.844 -31.573 15.903  0.291
H 9.764 -30.257 18.931  0.054
H 8.599 -31.221 18.515  0.332
C 13.856 -33.090 10.546  -1.868
C 12.551 -32.369 10.613  1.456
C 12.099 -32.195 12.010  -0.915
O 10.812 -31.599 11.983  0.754
C 10.285 -31.535 13.309  -0.259
N 12.587 -31.059 9.931  -0.521
H 13.650 -34.170 10.592  0.461
H 14.611 -32.855 11.356  0.285
H 14.422 -32.909 9.591  0.411
H 11.809 -33.044 10.134  -0.356
H 12.823 -31.598 12.612  0.116
H 12.048 -33.187 12.356  0.504
H 11.054 -31.072 13.970  -0.023
H 10.129 -32.546 13.794  0.345
H 9.302 -31.039 13.291  -0.617
H 11.704 -30.677 9.731  0.242
H 13.044 -30.345 10.583  0.178
C 11.622 -27.512 19.720  -1.680
C 10.442 -26.502 19.818  2.139
C 9.003 -27.249 19.687  -0.733
O 8.836 -27.930 18.407  1.064
C 7.544 -28.499 18.412  -0.997
N 10.398 -25.695 21.103  -0.614
H 11.371 -28.383 20.285  0.467
H 12.513 -26.986 20.001  0.481
H 11.769 -27.895 18.707  0.094
H 10.589 -25.726 19.072  -0.971
H 8.215 -26.524 19.914  -0.515
H 9.006 -27.955 20.521  0.632
H 6.721 -27.831 18.554  0.203
H 7.602 -29.243 19.175  0.956
H 7.435 -29.014 17.392  -0.732
H 10.538 -26.251 21.971  0.336
H 9.496 -25.202 21.185  0.080
C 11.281 -26.363 15.977  0.050
C 11.789 -24.978 15.552  -0.273
C 10.914 -24.434 14.397  0.264
O 10.979 -25.316 13.261  -0.255
C 10.305 -24.757 12.092  -0.310
N 11.780 -24.046 16.641  -0.480
H 11.955 -26.750 16.663  0.750
H 11.272 -26.970 15.018  -0.421
H 10.252 -26.325 16.309  -0.471
H 12.809 -25.137 15.223  0.475
H 11.224 -23.375 14.151  0.300
H 9.919 -24.376 14.737  -0.318
H 10.165 -25.664 11.504  -0.267
H 10.934 -24.089 11.543  0.613
H 9.325 -24.284 12.378  0.094
H 12.140 -23.116 16.367  0.387
H 10.782 -23.831 16.900  -0.183
C 3.904 -22.238 13.574  -0.014
C 2.588 -21.382 13.214  0.434
C 2.815 -19.882 13.158  -0.820
O 3.310 -19.295 14.351  0.048
C 2.196 -19.290 15.227  -0.751
N 1.997 -21.676 11.913  -0.636
H 3.682 -23.281 13.424  -0.160
H 4.075 -22.028 14.620  0.150
H 4.803 -21.934 13.143  0.305
H 1.847 -21.607 14.035  0.320
H 1.852 -19.489 12.802  0.507
H 3.612 -19.621 12.447  -0.746
H 2.500 -18.729 16.122  0.347
H 1.889 -20.336 15.519  0.127
H 1.326 -18.774 14.715  0.350
H 1.527 -22.574 11.997  0.358
H 2.726 -21.751 11.207  0.059
C 8.168 -26.914 13.823  0.021
C 7.588 -27.837 14.954  0.585
C 6.084 -27.626 15.058  0.902
O 5.894 -26.210 15.162  0.423
C 4.597 -25.784 15.188  -0.367
N 8.004 -29.262 14.827  1.799
H 7.816 -27.273 12.855  -0.518
H 9.240 -27.082 13.916  0.150
H 7.943 -25.828 13.985  -0.025
H 8.100 -27.515 15.878  -0.482
H 5.690 -28.171 15.964  -0.574
H 5.476 -28.046 14.224  -0.628
H 4.624 -24.737 15.333  0.156
H 4.071 -26.146 16.078  -0.281
H 4.043 -26.205 14.310  -0.126
H 7.587 -29.679 13.995  -0.911
H 9.033 -29.280 14.755  -0.361
C 0.535 -27.220 15.894  -1.467
C 1.255 -26.383 16.948  2.322
C 1.265 -24.892 16.740  -1.202
O 1.984 -24.215 17.731  0.025
C 1.868 -22.794 17.733  -0.800
N 0.621 -26.713 18.290  -0.833
H 0.949 -27.183 14.879  0.165
H -0.536 -27.013 15.940  0.342
H 0.658 -28.275 16.217  0.260
H 2.341 -26.715 16.909  -0.745
H 0.180 -24.611 16.800  0.542
H 1.531 -24.558 15.730  0.272
H 2.383 -22.358 16.871  0.037
H 2.295 -22.367 18.639  0.346
H 0.788 -22.591 17.683  0.384
H 0.923 -25.997 18.950  0.279
H 1.013 -27.603 18.573  0.368
C 4.098 -29.950 18.529  0.301
C 3.559 -31.258 18.056  -0.369
O 2.619 -31.115 17.018  -0.519
O 3.010 -29.202 19.051  -0.587
H 4.701 -29.549 17.720  -0.309
H 4.860 -30.168 19.261  0.451
H 3.048 -31.822 18.880  0.283
H 4.407 -31.813 17.731  -0.046
H 2.228 -30.250 17.119  0.380
H 3.273 -28.280 19.258  0.522
C 7.371 -35.120 13.254  -0.958
C 7.651 -33.832 12.495  1.341
O 6.533 -33.425 11.691  -0.599
O 8.555 -35.395 14.066  -0.532
H 7.126 -35.949 12.594  0.420
H 6.457 -35.075 13.856  0.302
H 8.564 -34.054 11.885  0.247
H 7.835 -33.055 13.220  -0.835
H 6.979 -33.332 10.804  0.400
H 8.344 -36.120 14.675  0.293
C 9.171 -32.409 9.168  0.742
C 9.174 -31.594 7.850  -0.004
O 8.794 -32.585 6.861  -0.647
O 7.867 -32.995 9.294  -0.557
H 9.412 -31.794 9.996  -0.927
H 10.000 -33.113 9.172  0.317
H 10.206 -31.198 7.604  0.279
H 8.408 -30.814 7.787  -0.022
H 9.424 -33.265 6.717  0.353
H 7.650 -33.201 8.372  0.452
C 6.274 -32.388 15.839  -0.477
C 5.281 -32.119 14.731  -0.062
O 5.872 -31.314 13.724  1.108
O 6.695 -31.322 16.643  -0.088
H 7.167 -32.952 15.370  -0.248
H 5.729 -33.136 16.443  0.618
H 4.407 -31.558 15.162  -0.161
H 5.034 -33.061 14.220  0.278
H 5.875 -31.750 12.868  -0.814
H 7.166 -30.762 15.960  -0.162
C 4.242 -25.492 19.745  0.992
C 3.528 -24.683 20.760  -0.323
O 3.905 -25.128 22.048  -0.647
O 4.039 -26.853 19.915  -0.415
H 5.286 -25.249 19.775  -0.578
H 3.776 -25.165 18.818  -0.223
H 2.392 -24.703 20.624  0.185
H 3.907 -23.684 20.682  0.345
H 4.886 -25.094 22.094  0.355
H 3.950 -27.059 20.844  0.332
C 7.568 -23.590 16.784  -0.019
C 7.650 -24.805 17.760  1.648
O 7.676 -24.427 19.091  -0.311
O 8.515 -22.623 17.164  0.008
H 6.473 -23.282 16.924  -0.101
H 7.814 -23.830 15.746  -0.354
H 8.519 -25.428 17.475  -0.578
H 6.767 -25.398 17.572  0.025
H 8.433 -23.802 19.233  -0.225
H 8.071 -21.989 17.792  -0.070


No. 2
# C22H48GaO9

A molecular structure, C22H48GaO9 (ωB97M-V with the def2-TZVPD basis set, OMol25).

As for the net charge: -1. For the frontier orbital gap, the calculation gives 5.1837 eV. As for the LUMO energy: 1.70 eV. For the HOMO energy, the calculation gives -0.1280 Eh. As for the max |F|: 2.08 eV Å⁻¹. The value obtained for the energy is -3468.79330 Ha.

Each line ends with the Mulliken charge.
Element x y z (Å)
O -3.442 -2.019 6.345  -0.425
O -3.408 -2.367 4.980  -0.221
C -3.861 -1.284 4.129  -0.033
Ga -2.753 -1.372 2.360  0.112
H -3.029 -1.148 6.472  0.308
H -4.932 -1.405 3.832  -0.215
H -3.771 -0.268 4.600  0.276
H -1.511 -0.341 2.391  -0.299
H -2.120 -2.847 2.311  -0.146
H -3.712 -1.134 1.077  -0.290
C 1.324 -0.436 -1.712  -0.485
C -0.108 -0.152 -1.339  0.857
O -0.400 0.265 -0.242  -0.521
C -1.158 -0.406 -2.387  -0.766
H 1.969 -0.209 -0.863  -0.265
H 1.443 -1.490 -1.969  0.347
H 1.619 0.193 -2.555  0.271
H -1.152 -1.460 -2.672  0.284
H -0.969 0.223 -3.258  0.005
H -2.139 -0.159 -1.981  0.311
C -1.063 -5.950 -0.837  -1.120
C -1.384 -5.523 0.575  0.779
O -2.059 -4.549 0.800  -0.449
C -0.823 -6.360 1.696  -1.002
H -1.530 -5.258 -1.538  0.259
H 0.017 -5.936 -0.996  0.322
H -1.456 -6.953 -1.021  0.334
H 0.268 -6.363 1.650  0.276
H -1.205 -7.382 1.625  0.325
H -1.132 -5.935 2.651  0.258
C 6.124 2.200 0.651  -1.137
C 5.189 1.019 0.620  0.990
O 5.561 -0.061 0.210  -0.546
C 3.786 1.242 1.116  -1.044
H 7.099 1.900 0.267  0.317
H 5.731 3.002 0.024  0.261
H 6.245 2.552 1.678  0.319
H 3.294 2.002 0.507  0.374
H 3.807 1.553 2.162  0.386
H 3.220 0.314 1.039  0.089
C -1.835 3.053 -5.629  -1.162
C -0.426 2.627 -5.305  0.811
O -0.181 1.505 -4.924  -0.575
C 0.664 3.653 -5.474  -1.041
H -2.513 2.215 -5.462  0.304
H -2.132 3.879 -4.980  0.326
H -1.902 3.355 -6.676  0.335
H 0.476 4.505 -4.818  0.306
H 0.707 3.982 -6.515  0.383
H 1.621 3.211 -5.206  0.247
C 4.104 -2.466 3.570  -0.963
C 3.968 -3.435 2.424  0.828
O 3.213 -4.380 2.487  -0.576
C 4.806 -3.182 1.200  -0.831
H 3.443 -2.771 4.381  0.314
H 5.133 -2.466 3.936  0.328
H 3.821 -1.464 3.244  0.182
H 5.866 -3.215 1.461  0.309
H 4.557 -2.212 0.769  0.110
H 4.604 -3.957 0.460  0.296
C 3.224 6.104 -2.273  -1.128
C 3.458 5.357 -3.560  0.879
O 3.174 4.185 -3.667  -0.521
C 4.058 6.126 -4.708  -1.168
H 2.789 5.428 -1.537  0.266
H 4.172 6.483 -1.885  0.350
H 2.532 6.931 -2.443  0.343
H 5.043 6.505 -4.428  0.377
H 3.403 6.954 -4.985  0.320
H 4.169 5.464 -5.567  0.294
C -8.272 -0.936 4.228  -1.115
C -7.618 -0.138 3.130  0.804
O -6.559 -0.473 2.659  -0.460
C -8.339 1.094 2.644  -1.159
H -7.643 -1.791 4.476  0.290
H -8.389 -0.317 5.120  0.318
H -9.246 -1.302 3.895  0.335
H -8.459 1.804 3.465  0.334
H -9.316 0.820 2.240  0.334
H -7.753 1.567 1.855  0.282


No. 3
# C2H4N2O4

3 unconnected molecules or ions with the total composition C2H4N2O4 (ωB97M-V with the def2-TZVPD basis set, OMol25).

The multiplicity is 3. For the frontier orbital gap (alpha / beta), the calculation gives 6.2695 / 8.2074 eV. As for the LUMO energy (alpha / beta): 0.42 / -2.06 eV. For the HOMO energy (alpha / beta), the calculation gives -0.2149 / -0.3773 Eh. Its energy relative to the best compared isomer or geometry (same formula, charge and spin) is 2.637 eV. As for the max |F|: 6.62 eV Å⁻¹. The value obtained for the energy is -488.79419 Ha.

Each line ends with the Mulliken charge.
Element x y z (Å)
C -3.511 0.014 -0.094  0.774
C 1.478 0.488 0.012  -0.347
N 0.210 0.084 0.028  0.529
N 2.760 -0.067 -0.105  -0.285
O -3.880 0.992 -0.615  -0.381
O -3.217 -0.963 0.416  -0.384
O -0.873 0.731 0.204  -0.426
O 0.078 -1.355 0.081  -0.471
H 1.628 2.228 -0.250  0.073
H -0.920 -1.619 -0.020  0.332
H 3.480 0.563 0.160  0.298
H 2.767 -1.097 0.185  0.289